Density functional theory data (ωB97M-V/def2-TZVPD) for a single C5H7NO molecule.

Values from the calculation:
Kohn-Sham gap (eV): 9.807
Net charge: 0
HOMO energy (eV): -8.748
LUMO level (eV): 1.059
Structure (SMILES): N=C=CC[C@@H]1CO1
Electronic energy (eV): -8833.4141

Geometry (Å):
N 1.85551 -2.35720 0.21177
C 0.75447 -1.86328 0.43933
C -0.46919 -1.41222 0.59619
C -1.02030 -0.34644 -0.32706
C -0.48504 0.97806 0.17380
C 0.13452 2.00736 -0.66195
O 0.92719 1.08438 0.07044
H 2.63915 -1.79362 0.54372
H -0.98558 -1.63168 1.52558
H -0.69735 -0.51577 -1.36065
H -2.11663 -0.36269 -0.31882
H -0.88148 1.28437 1.14467
H 0.15439 1.89832 -1.74593
H 0.19035 3.03041 -0.29108

Results of the Mulliken charge analysis, in e, for atoms 1 through 6: N -0.583; C 0.547; C -0.661; C -0.650; C 0.148; C -0.403